Record 1
The following is a DFT calculation (wB97M-V/def2-TZVPD) of a molecular structure, C8H19AlFN2O4 in a non-equilibrium geometry.

Output
charge	-1
E_LUMO	3.10	eV
energy relative to the best compared isomer or geometry (same formula, charge and spin)	0.0	kJ/mol

Positions of all 35 atoms, in Å:
C (-2.793, -1.063, -1.158)
C (-3.697, -0.548, -0.019)
C (-3.020, 0.438, 0.929)
O (-2.508, -0.160, 2.083)
Al (-0.759, -0.552, 2.094)
F (-0.190, -1.100, 0.550)
C (0.389, 1.020, 2.673)
C (0.693, 2.065, 1.626)
O (1.012, 1.431, 0.365)
C (2.236, 1.648, -0.133)
C (2.364, 2.642, -1.254)
O (3.213, 1.021, 0.262)
H (-2.405, -2.040, -0.903)
H (-1.937, -0.410, -1.255)
H (-3.310, -1.111, -2.108)
H (-4.569, -0.067, -0.456)
H (-4.065, -1.386, 0.560)
H (-3.797, 1.144, 1.242)
H (-2.284, 1.034, 0.379)
H (-0.540, -1.752, 3.155)
H (1.320, 0.608, 3.054)
H (-0.068, 1.552, 3.507)
H (1.540, 2.680, 1.932)
H (-0.161, 2.717, 1.482)
H (2.960, 2.187, -2.033)
H (2.886, 3.516, -0.887)
H (1.414, 2.945, -1.670)
C (2.429, -2.376, -2.064)
O (3.390, -2.560, -2.803)
N (1.257, -3.077, -2.212)
N (2.427, -1.478, -1.046)
H (0.459, -2.944, -1.619)
H (1.215, -3.750, -2.951)
H (3.261, -0.944, -0.885)
H (1.638, -1.329, -0.435)

Record 2
The following is a DFT calculation (wB97M-V/def2-TZVPD) of a molecular structure, C8H19AsCl3F7N3O4P in a non-equilibrium geometry.

Output
E_LUMO	-1.95	eV

Positions of all 46 atoms, in Å:
O (1.373, -0.641, 0.269)
P (1.049, 0.721, 0.669)
O (1.523, 0.980, 2.161)
O (1.773, 1.803, -0.202)
N (-0.650, 1.031, 0.716)
C (-1.143, 2.330, 0.684)
C (-2.486, 2.157, 0.783)
N (-2.724, 0.833, 0.857)
C (-1.608, 0.124, 0.822)
H (1.045, 1.767, 2.482)
H (1.699, 2.669, 0.259)
H (-0.578, 3.249, 0.623)
H (-3.259, 2.963, 0.822)
H (-3.654, 0.446, 0.962)
H (-1.465, -0.935, 0.865)
F (3.277, 5.746, 0.149)
As (2.071, 6.334, 1.261)
F (1.179, 7.001, -0.063)
F (2.946, 7.817, 1.441)
F (0.864, 6.878, 2.365)
F (2.957, 5.626, 2.579)
F (1.198, 4.798, 1.047)
C (0.141, -4.347, -2.893)
C (1.068, -3.303, -2.288)
C (2.551, -3.562, -2.553)
O (3.015, -4.615, -1.728)
C (3.095, -5.901, -2.352)
N (0.903, -3.322, -0.797)
H (0.229, -5.313, -2.393)
H (-0.901, -4.033, -2.810)
H (0.359, -4.486, -3.950)
H (0.782, -2.310, -2.633)
H (3.118, -2.672, -2.264)
H (2.746, -3.740, -3.610)
H (3.268, -5.821, -3.426)
H (2.183, -6.472, -2.165)
H (3.928, -6.436, -1.902)
H (-0.066, -3.390, -0.496)
H (1.330, -2.494, -0.364)
H (1.423, -4.135, -0.440)
C (-6.023, 1.653, 3.262)
Cl (-5.735, 0.247, 2.191)
Cl (-6.623, 3.007, 2.340)
Cl (-7.132, 1.200, 4.556)
H (-5.075, 1.934, 3.704)
F (-3.971, 4.615, 1.460)

Record 3
The following is a DFT calculation (wB97M-V/def2-TZVPD) of a gas-phase ion, C8H19BNO2 (charge -1) in a non-equilibrium geometry.

Output
charge	-1
E_LUMO	3.44	eV
energy relative to the best compared isomer or geometry (same formula, charge and spin)	0.0	kJ/mol

Positions of all 31 atoms, in Å:
C (2.202, -2.240, 1.230)
C (2.533, -1.252, 0.110)
N (1.544, -1.263, -0.939)
B (1.478, -0.002, -1.851)
C (0.505, 1.215, -1.261)
C (0.549, 1.429, 0.256)
C (-0.526, 2.414, 0.788)
C (-1.773, 1.746, 1.290)
O (-2.181, 1.866, 2.434)
O (-2.549, 1.085, 0.365)
C (-2.206, -0.294, 0.162)
C (-3.412, -1.013, -0.394)
H (1.191, -2.072, 1.606)
H (2.242, -3.262, 0.851)
H (2.898, -2.132, 2.062)
H (2.675, -0.259, 0.564)
H (3.508, -1.541, -0.295)
H (0.647, -1.525, -0.557)
H (2.602, 0.459, -2.047)
H (1.022, -0.329, -2.961)
H (0.842, 2.159, -1.709)
H (-0.541, 1.115, -1.573)
H (1.526, 1.829, 0.520)
H (0.460, 0.480, 0.787)
H (-0.130, 2.986, 1.624)
H (-0.780, 3.112, -0.010)
H (-1.381, -0.359, -0.546)
H (-1.885, -0.739, 1.105)
H (-3.139, -2.057, -0.543)
H (-3.671, -0.599, -1.364)
H (-4.250, -0.954, 0.295)

| no. | molecular weight (g/mol) | calculated total energy (eV) |
| --- | --- | --- |
| 1 | 253.2 | -29094.9348 |
| 2 | 566.5 | -147984.0322 |
| 3 | 172.1 | -14866.4957 |